# C40H63BN9O8Pb

A molecular structure, C40H63BN9O8Pb (the ωB97M-V functional and the def2-TZVPD basis, OMol25).

Geometry as XYZ:
```
122
Properties=species:S:1:pos:R:3:forces:R:3:mulliken_charge:R:1
Pb 15.894028 -1.895325 -18.509666 -1.8 1.3 -1.7 1.54
O 14.319114 -0.306379 -19.830937 1.5 -1.5 0.5 -0.62
C 13.303541 0.334074 -19.661667 -1.5 0.1 0.1 0.57
O 13.219471 1.412951 -18.964303 -0.5 0.0 0.0 -0.80
B 11.761745 1.788920 -18.856631 -1.0 1.4 0.8 1.33
O 11.051317 0.889804 -19.745360 0.2 0.0 0.0 -0.43
C 11.834488 -0.054393 -20.191767 0.1 -0.3 -0.6 0.60
O 11.491330 -0.995462 -20.853778 0.9 0.3 0.6 -0.59
O 11.481843 3.228227 -19.181749 2.5 -2.7 -2.9 -0.64
C 10.776041 3.755859 -18.289082 -2.3 3.8 2.3 0.39
O 10.302038 4.886954 -18.302987 0.7 -2.1 0.2 0.12
C 10.685123 2.797785 -17.109552 -1.0 0.7 2.2 0.03
O 11.232517 1.634239 -17.466279 0.6 0.3 -0.4 -0.52
O 10.222060 3.103155 -16.022391 0.8 -1.0 -1.7 -0.42
C 15.001685 4.346517 -20.345968 -0.3 0.1 0.2 -1.06
C 15.845355 3.482270 -19.434426 1.6 -1.0 -0.8 0.12
C 17.379755 3.926767 -19.253426 -1.7 0.6 0.0 -0.65
C 18.240666 3.734846 -20.450163 -0.6 -0.2 0.3 0.25
N 18.835162 3.605752 -21.429391 -0.2 -0.1 0.6 -0.42
H 15.379201 4.349238 -21.368502 0.2 0.2 0.1 0.40
H 14.883350 5.359341 -19.960868 0.2 0.1 -0.2 0.35
H 13.986420 3.954095 -20.403688 -0.1 -0.1 0.0 0.11
H 15.935499 2.505792 -19.910325 -0.2 -0.3 -0.1 0.00
H 15.364822 3.250112 -18.484005 0.2 0.6 0.2 0.27
H 17.763079 3.478442 -18.336814 0.4 -0.2 -0.3 0.36
H 17.312629 4.998079 -19.064005 0.4 0.1 0.0 0.30
C 9.222916 -0.703858 -17.098537 0.7 -0.5 -0.9 -0.86
C 10.199479 -1.274219 -16.031242 -1.2 0.5 -1.1 -0.02
C 10.945102 -2.574829 -16.490948 -0.5 0.7 0.9 -0.70
C 12.240885 -2.317057 -17.066309 1.3 -0.1 -1.1 0.15
N 13.320778 -2.222110 -17.476024 -0.2 0.2 0.1 -0.31
H 8.394954 -1.358826 -17.369832 0.0 -0.3 0.5 0.57
H 9.747025 -0.586347 -18.047016 0.1 0.3 -0.1 0.03
H 8.780914 0.260265 -16.847139 0.3 0.0 0.3 0.04
H 9.517426 -1.451434 -15.199669 0.8 -0.4 0.5 0.37
H 10.929252 -0.489608 -15.831433 -0.1 -0.1 0.5 0.15
H 10.329158 -3.200671 -17.136737 0.2 0.0 -0.1 0.39
H 11.252176 -3.160020 -15.624140 -0.4 -0.2 0.3 0.36
C 7.140088 1.569245 -13.635707 1.1 0.4 -0.5 -0.63
C 8.298798 2.359934 -12.958642 -0.9 1.4 0.2 -0.29
C 9.706351 1.825864 -13.201218 -0.1 -1.5 0.3 1.62
C 10.047422 0.723300 -12.278331 0.8 -2.9 1.7 0.12
N 10.321228 -0.203806 -11.599157 -0.8 2.9 -2.1 -0.56
H 6.664419 2.196826 -14.389350 -0.1 0.0 0.0 0.17
H 6.346911 1.204598 -12.983013 0.4 -0.1 0.1 0.33
H 7.649673 0.775289 -14.181661 -0.6 -0.5 0.0 0.03
H 8.013687 2.514517 -11.918014 0.6 -0.2 0.2 0.51
H 8.332463 3.370914 -13.364691 -0.2 0.1 -0.1 0.00
H 10.572908 2.486865 -13.217126 -0.5 0.5 0.2 -0.65
H 9.666491 1.387673 -14.198463 0.3 0.0 -0.1 -0.58
C 13.027917 -1.344316 -25.218765 -0.6 1.6 1.1 -1.29
C 12.585563 -1.536986 -23.711631 0.3 -0.1 -1.6 0.02
C 12.687821 -2.991576 -23.305951 -0.1 -0.8 1.0 -0.34
C 14.016583 -3.596845 -23.444820 1.4 0.1 -0.5 0.29
N 15.087128 -4.001460 -23.634080 -1.1 0.4 0.5 -0.51
H 13.000112 -0.273540 -25.420667 -0.2 0.2 0.0 0.38
H 12.308176 -1.753574 -25.927688 0.2 -0.5 0.2 0.33
H 14.066184 -1.555495 -25.474662 -0.1 -0.8 0.3 0.34
H 11.556181 -1.223750 -23.537388 -0.2 -0.2 -0.5 0.36
H 13.095858 -0.891365 -22.996890 0.7 -0.2 -0.3 -0.05
H 12.009582 -3.679018 -23.811441 -0.2 0.3 -0.4 0.34
H 12.397026 -3.079953 -22.259182 0.1 0.0 0.2 0.18
C 8.125596 1.905656 -19.732130 -0.6 0.2 -0.6 -0.18
C 6.696231 2.434115 -19.775706 -0.1 1.5 -0.5 -1.02
C 6.428274 3.813411 -19.088612 0.2 -0.7 0.9 0.46
C 7.034033 4.948172 -19.789445 2.1 3.0 -2.4 0.22
N 7.583895 5.833845 -20.360961 -2.2 -3.3 2.2 -0.55
H 8.798281 2.689841 -20.079461 0.2 -0.1 0.1 0.06
H 8.165764 1.091804 -20.456092 0.3 -0.1 0.1 0.40
H 8.436149 1.513950 -18.763511 -0.1 0.2 0.1 -0.11
H 5.968149 1.658419 -19.538442 -0.1 0.3 0.4 0.45
H 6.440289 2.793440 -20.772439 0.2 -1.0 -0.6 0.36
H 6.849306 3.871398 -18.084883 -0.1 -0.1 0.3 -0.56
H 5.349763 3.946716 -19.004099 0.0 0.2 0.0 0.44
C 12.834945 4.691015 -12.795795 0.2 0.2 0.8 -0.92
C 12.512605 6.065100 -13.306540 -0.4 0.3 -1.8 -0.44
C 12.408777 5.963464 -14.904081 -0.4 0.7 1.1 0.62
C 11.901928 7.205527 -15.434430 -0.7 3.4 -1.2 -0.10
N 11.497331 8.237977 -15.813248 1.0 -2.4 0.8 -0.51
H 12.527476 4.653195 -11.750742 0.2 -0.4 0.1 0.36
H 13.912071 4.536690 -12.859773 0.0 -0.3 0.1 0.33
H 12.326679 3.908508 -13.359223 -0.1 0.0 0.1 -0.03
H 13.212129 6.835894 -12.983069 0.6 -0.3 -0.4 0.43
H 11.602687 6.505144 -12.898491 -0.5 -0.6 -0.3 0.29
H 11.651145 5.253952 -15.236765 0.0 -0.6 0.5 -0.56
H 13.334459 5.710908 -15.421207 0.2 0.0 0.3 0.46
C 11.434199 9.199181 -19.482857 -0.5 1.0 -0.6 -1.57
C 11.396074 7.706144 -19.418153 0.9 -1.5 -0.2 0.72
C 10.809070 6.921434 -20.633280 -0.1 0.6 0.4 0.58
C 11.546882 7.142671 -21.880497 -0.8 0.5 1.6 0.05
N 12.198078 7.374410 -22.782531 0.9 0.1 -1.4 -0.52
H 12.242333 9.521069 -20.139683 0.2 0.2 0.3 0.39
H 11.449218 9.671972 -18.500854 0.7 -0.2 0.1 0.39
H 10.550435 9.670122 -19.913290 -0.4 -0.4 -0.3 0.38
H 11.026782 7.349082 -18.456777 -0.7 -0.1 -0.3 -0.27
H 12.415301 7.321240 -19.384674 0.5 0.3 0.2 -0.04
H 9.770984 7.230956 -20.754457 -0.1 -0.4 -0.2 0.40
H 10.903881 5.845306 -20.488171 -0.5 0.1 0.4 -0.50
C 6.558881 5.463801 -15.849439 -0.2 2.1 -0.4 -1.09
C 7.219622 6.750941 -16.536024 0.6 -1.9 0.6 -0.94
C 8.690379 6.896492 -16.171912 -0.2 0.5 1.1 1.29
C 8.815913 7.023562 -14.686999 0.6 0.4 1.8 -0.06
N 8.913156 7.139030 -13.524006 -0.3 -0.4 -2.7 -0.66
H 6.254327 5.766996 -14.847723 0.0 0.0 0.1 0.55
H 7.199439 4.594401 -15.701315 0.1 0.0 -0.6 -0.06
H 5.634917 5.267154 -16.393237 0.1 -0.5 0.1 0.40
H 6.751215 7.672712 -16.191021 -0.4 -0.2 -0.2 0.42
H 7.277128 6.711723 -17.623797 -0.8 -0.1 0.0 0.37
H 8.990673 7.825545 -16.656448 0.6 0.0 0.3 0.39
H 9.340992 6.093711 -16.518822 -0.2 -0.1 -0.1 -0.62
C 20.434816 -1.483677 -21.355457 -0.1 -0.7 -2.4 -1.01
C 19.812574 -2.590549 -22.279501 -0.1 -0.6 1.9 -0.58
C 18.397371 -2.318665 -22.818614 0.7 1.1 0.5 -0.41
C 17.427841 -1.817355 -21.833823 2.2 -1.7 -2.4 0.17
N 16.674479 -1.424086 -21.091216 -1.9 0.6 3.3 -0.25
H 21.455413 -1.814561 -21.163081 -0.1 0.3 0.4 0.34
H 19.882373 -1.254795 -20.444133 0.0 -0.1 -0.1 0.27
H 20.478636 -0.633435 -22.036093 0.2 0.6 0.6 0.32
H 19.851315 -3.498891 -21.678232 -0.2 -0.4 -0.3 0.36
H 20.369166 -2.769078 -23.199515 0.4 0.1 0.3 0.34
H 18.022319 -3.161097 -23.399777 -0.3 0.3 0.0 0.36
H 18.651348 -1.445875 -23.420145 -0.9 0.1 -0.7 0.27
```
Forces are in eV/Å.

Results
DFT total energy	-78210.4671	eV
charge	+1
highest occupied orbital energy	-11.8733	eV